Entry 1:
Computed, not measured: C6H18BCaF6O3 as an isolated structure in a non-equilibrium geometry, with ωB97M-V/def2-TZVPD.

Atoms and positions in Å:
Ca  -0.176  1.326  0.841
B  2.294  2.559  1.550
F  1.330  2.218  2.533
F  1.947  1.956  0.301
F  2.384  3.939  1.479
F  3.557  2.026  1.927
F  -1.024  3.202  0.044
F  -1.600  1.845  2.568
C  1.966  -2.755  1.888
C  1.968  -1.360  1.279
O  0.949  -0.556  1.889
H  2.237  -2.765  2.947
H  2.664  -3.422  1.374
H  0.969  -3.193  1.818
H  1.671  -1.463  0.238
H  2.924  -0.854  1.416
H  1.151  -0.404  2.819
C  -3.577  -1.170  -0.747
C  -2.247  -1.540  -0.073
O  -1.820  -0.544  0.824
H  -4.280  -0.882  0.039
H  -4.025  -2.036  -1.241
H  -3.437  -0.338  -1.432
H  -1.556  -1.787  -0.884
H  -2.339  -2.493  0.469
H  -2.331  -0.547  1.641
C  -0.349  1.016  -3.639
C  0.313  1.420  -2.344
O  0.193  0.376  -1.351
H  0.193  0.217  -4.149
H  -0.334  1.878  -4.311
H  -1.391  0.734  -3.475
H  -0.061  2.341  -1.897
H  1.381  1.503  -2.576
H  0.460  -0.448  -1.765

Output
- Multiplicity: 1
- HOMO level: -0.1904 hartree
- ΔE to the lowest compared entry with this formula, charge and spin: 0.3849 eV
- LUMO energy: 2.4 eV
- Frontier orbital gap: 7.56 eV
- Net charge: -1

---

Entry 2:
Computed, not measured: the molecule C17H28O2 in a non-equilibrium geometry, with ωB97M-V/def2-TZVPD.

Atoms and positions in Å:
C  -3.103  -2.496  1.711
C  -1.885  -1.942  1.725
C  -1.355  -0.936  0.706
C  -2.351  0.289  0.669
C  -0.053  -0.374  1.181
C  0.685  0.421  0.108
C  0.842  -0.344  -1.225
C  1.482  0.541  -2.278
O  2.836  0.876  -1.891
C  3.041  2.113  -1.329
O  2.220  3.039  -1.278
C  4.465  2.459  -0.979
C  4.938  1.612  0.250
C  5.346  2.197  -2.210
C  -0.479  -0.911  -1.759
C  -1.267  -1.659  -0.686
C  -0.839  -3.132  -0.659
C  0.309  -3.613  -0.046
C  -1.715  -4.128  -1.413
H  -3.377  -3.226  2.456
H  -3.782  -2.261  0.883
H  -1.247  -2.263  2.518
H  -3.339  0.017  0.299
H  -2.458  0.740  1.674
H  -2.050  1.111  -0.002
H  -0.147  0.246  2.083
H  0.653  -1.157  1.486
H  1.696  0.656  0.492
H  0.173  1.357  -0.079
H  1.502  -1.205  -1.043
H  1.568  0.023  -3.234
H  0.871  1.440  -2.430
H  4.609  3.521  -0.702
H  4.293  1.793  1.147
H  4.886  0.518  0.065
H  5.978  1.889  0.537
H  5.478  1.118  -2.394
H  6.301  2.706  -2.131
H  4.876  2.613  -3.079
H  -1.109  -0.076  -2.106
H  -0.293  -1.513  -2.686
H  -2.312  -1.708  -1.065
H  0.969  -3.004  0.541
H  0.510  -4.683  -0.076
H  -1.153  -5.055  -1.617
H  -2.098  -3.710  -2.339
H  -2.561  -4.357  -0.809

Output
- Multiplicity: 1
- HOMO level: -0.3299 hartree
- ΔE to the lowest compared entry with this formula, charge and spin: 0.9894 eV
- SMILES: C=C[C@@]1(C)CC[C@H](COC(=O)C(C)C)C[C@H]1C(=C)C
- LUMO energy: 0.8 eV
- Frontier orbital gap: 9.75 eV
- Net charge: 0